Below is a 11-piece molecular cluster, C26H68FI2N4O22S overall in a non-equilibrium geometry, with properties calculated with the ωB97M-V functional and the def2-TZVPD basis.

CARTESIAN COORDINATES (ANGSTROEM)
C1 0.31956 2.32142 -4.47709
C2 1.09998 2.14915 -3.30982
N1 1.48130 3.38200 -2.60438
C3 0.60634 4.26929 -1.90613
S1 -1.20966 4.16800 -1.63349
O1 -1.49611 3.28278 -0.44946
O2 -1.93605 3.55122 -2.78172
F1 -1.86207 5.70573 -1.36386
N2 1.51965 5.28924 -1.46653
N3 2.78014 5.03675 -1.81625
N4 2.71078 3.87142 -2.49554
C4 4.02277 3.29904 -3.01647
I1 5.12490 4.96521 -3.86985
C5 4.72299 2.58880 -1.76706
C6 6.30754 2.52623 -1.83290
I2 4.01611 0.50033 -1.63547
H1 0.45025 3.28515 -5.06643
H2 -0.41961 1.51669 -4.78431
H3 1.41707 1.10785 -3.00884
H4 3.74965 2.54987 -3.82818
H5 4.39728 3.15781 -0.83755
H6 6.64661 2.04433 -0.85183
H7 6.70452 1.82987 -2.64829
H8 6.81530 3.54129 -1.85343
C7 -4.08194 7.82780 1.13704
C8 -2.84455 7.12708 1.67221
O3 -3.23635 6.12127 2.59921
O4 -4.82265 8.39168 2.21256
H9 -3.81333 8.62684 0.44282
H10 -4.73777 7.11364 0.62542
H11 -2.21016 7.83178 2.21416
H12 -2.26997 6.66566 0.87210
H13 -3.66535 5.42060 2.08987
H14 -4.75429 7.75802 2.94222
C9 3.00994 -1.60716 2.11634
C10 1.61863 -2.14298 1.82282
O5 1.67460 -3.56650 1.70292
O6 3.90874 -1.99547 1.08243
H15 3.00607 -0.51760 2.18250
H16 3.39072 -2.02163 3.05650
H17 1.25478 -1.75737 0.86797
H18 0.90968 -1.87505 2.61114
H19 1.84867 -3.92444 2.58357
H20 3.64818 -2.89398 0.82869
C11 0.57931 -7.53542 -0.38762
C12 -0.04119 -6.30566 -1.02823
O7 -0.62577 -5.48774 -0.01146
O8 -0.41130 -8.25545 0.33930
H21 1.00876 -8.19832 -1.14046
H22 1.36174 -7.24560 0.32200
H23 -0.84592 -6.59344 -1.70802
H24 0.70189 -5.72104 -1.57893
H25 0.09790 -5.10833 0.50407
H26 -0.98229 -7.58493 0.74304
C13 1.34135 3.14880 -8.31152
C14 0.33062 2.56343 -9.28223
O9 -0.82729 3.39975 -9.31763
O10 0.75295 3.26847 -7.01578
H27 2.22727 2.51654 -8.23502
H28 1.64434 4.15194 -8.62998
H29 0.00218 1.57870 -8.94358
H30 0.74468 2.47580 -10.29005
H31 -0.57710 4.22298 -9.75687
H32 -0.16942 3.53355 -7.16926
C15 -7.93899 9.99754 -0.07663
C16 -7.99540 8.58658 -0.64002
O11 -7.42483 7.67646 0.30234
O12 -6.59344 10.35121 0.22048
H33 -8.33944 10.72068 -0.78935
H34 -8.50914 10.06145 0.85762
H35 -7.39836 8.51529 -1.55160
H36 -9.02303 8.28251 -0.85966
H37 -8.02946 7.62069 1.05279
H38 -6.17783 9.54641 0.56813
C17 2.90112 -9.76185 2.06888
C18 2.89516 -9.68495 3.58507
O13 2.04864 -8.60669 3.99944
O14 3.34610 -8.52231 1.52320
H39 3.56173 -10.55390 1.71706
H40 1.88958 -9.94442 1.68921
H41 3.89721 -9.46645 3.96066
H42 2.53974 -10.61536 4.03256
H43 1.13862 -8.86396 3.80335
H44 2.97359 -7.83447 2.09424
C19 10.23178 3.70962 0.60010
C20 9.20660 4.71194 0.09666
O15 7.89328 4.15073 0.21758
O16 10.12852 2.49659 -0.13737
H45 11.24600 4.09647 0.49179
H46 10.04993 3.47112 1.65448
H47 9.36691 4.92155 -0.96303
H48 9.25086 5.64907 0.65812
H49 7.68592 4.10332 1.15988
H50 9.18347 2.36413 -0.29781
C21 -4.69958 1.39835 3.17292
C22 -4.26554 2.16033 1.93244
O17 -4.06379 3.53072 2.27558
O18 -5.88864 1.97318 3.70387
H51 -4.89305 0.34896 2.94264
H52 -3.92890 1.45849 3.95031
H53 -5.04847 2.13050 1.17229
H54 -3.34149 1.75405 1.51122
H55 -3.27412 3.57572 2.83272
H56 -5.79744 2.92989 3.58281
C23 -8.82731 -1.62305 4.09494
C24 -8.39444 -0.85588 2.85647
O19 -8.19190 0.51684 3.19645
O20 -10.01481 -1.05142 4.62853
H57 -9.02088 -2.67161 3.86159
H58 -8.05527 -1.56531 4.87153
H59 -9.17878 -0.88396 2.09714
H60 -7.47051 -1.26324 2.43328
H61 -7.39946 0.56476 3.75306
H62 -9.92295 -0.09399 4.51052
C25 3.12945 -13.34552 1.47022
C26 4.35994 -14.07703 1.97993
O21 3.96016 -15.07892 2.91786
O22 2.42163 -12.76785 2.56257
H63 3.40361 -12.55098 0.77400
H64 2.44881 -14.04237 0.96790
H65 5.02007 -13.38857 2.51156
H66 4.91524 -14.54769 1.16366
H67 3.50231 -15.77098 2.42406
H68 2.48974 -13.40720 3.28806

Output
Orbital gap   5.4 eV
Spin multiplicity   1
F_max   8.03 eV/A
Energy   -3998.50540 hartree
Total charge   +1

=====

Below is C26H68N4O8 as an isolated structure in a non-equilibrium geometry, with properties calculated with the ωB97M-V functional and the def2-TZVPD basis.

CARTESIAN COORDINATES (ANGSTROEM)
C1 -16.01207 -18.74115 7.32378
C2 -15.39863 -17.30587 7.54067
C3 -13.97613 -17.08226 7.04671
O1 -16.18778 -16.35696 6.87349
H1 -17.09908 -18.82168 7.31726
H2 -15.73991 -19.39592 8.15161
H3 -15.68121 -19.19817 6.39117
H4 -15.46130 -17.01423 8.58905
H5 -13.33907 -17.86457 7.45933
H6 -13.55187 -16.16362 7.45192
H7 -13.93030 -17.09050 5.95771
H8 -17.09304 -16.41803 7.18712
C4 -10.73475 -18.15553 4.38377
C5 -10.81284 -17.29292 5.60575
C6 -12.05836 -16.37975 5.70022
O2 -10.88343 -18.10980 6.74412
H9 -11.07442 -17.73688 3.43643
H10 -11.29607 -19.08748 4.45068
H11 -9.68162 -18.36017 4.19105
H12 -9.96374 -16.65210 5.84340
H13 -13.01269 -16.79314 5.37391
H14 -11.84801 -15.49783 5.09519
H15 -12.17832 -15.89746 6.67032
H16 -11.55115 -18.77325 6.55544
C7 -10.07560 -13.97670 6.39230
O3 -10.53453 -14.89527 7.42701
C8 -11.96436 -14.88416 7.59660
C9 -12.62061 -13.60481 7.92626
N1 -12.01337 -13.02131 9.14480
C10 -12.84065 -11.99560 9.75199
C11 -12.89734 -10.69116 8.89934
O4 -13.80907 -10.71105 7.79361
C12 -14.05286 -9.42697 7.35869
H17 -10.52132 -14.18918 5.42056
H18 -8.99086 -14.03375 6.30190
H19 -10.19496 -12.91945 6.62912
H20 -12.23809 -15.61521 8.35736
H21 -12.42590 -15.22067 6.66826
H22 -13.63078 -13.93942 8.16223
H23 -12.66922 -12.91901 7.08044
H24 -11.10786 -12.58945 9.02793
H25 -12.25459 -11.75312 10.63847
H26 -13.80306 -12.27885 10.17819
H27 -11.90437 -10.44127 8.52559
H28 -12.94860 -9.88816 9.63464
H29 -13.12959 -8.85141 7.29208
H30 -14.65382 -8.87123 8.07848
H31 -14.54026 -9.50442 6.38682
C13 -11.02992 -20.35132 2.14181
O5 -11.46492 -20.30595 3.49686
C14 -12.84187 -19.99155 3.68362
C15 -13.17588 -20.17451 5.15346
N2 -12.21559 -19.47469 6.04144
C16 -12.45270 -19.76826 7.48609
C17 -11.65942 -21.07864 7.77022
O6 -11.51360 -21.18543 9.15198
C18 -10.72826 -22.29267 9.62499
H32 -11.14976 -19.34876 1.73116
H33 -11.50620 -21.10080 1.50971
H34 -9.95675 -20.53599 2.18965
H35 -13.41204 -20.74736 3.14348
H36 -13.12258 -18.99772 3.33490
H37 -13.24453 -21.24905 5.32305
H38 -14.16046 -19.71539 5.24237
H39 -11.25739 -19.65485 5.77785
H40 -13.50853 -19.90878 7.71754
H41 -11.92585 -19.01488 8.07172
H42 -10.68564 -21.02212 7.28373
H43 -12.14590 -21.95208 7.33604
H44 -10.78841 -22.33052 10.71267
H45 -9.69766 -22.40892 9.28962
H46 -11.27787 -23.19518 9.35759
C19 -12.29588 -12.96375 3.86148
C20 -11.39050 -13.43133 2.72176
C21 -10.90341 -14.86831 2.78274
O7 -10.09861 -14.96718 3.93744
C22 -9.29759 -16.17752 3.80180
N3 -12.12678 -13.13596 1.50003
H47 -12.69339 -11.95648 3.73695
H48 -11.74847 -12.98470 4.80382
H49 -13.13605 -13.62029 4.08768
H50 -10.48155 -12.83373 2.65266
H51 -10.34781 -15.19997 1.90558
H52 -11.74719 -15.55824 2.79445
H53 -9.85765 -16.96179 3.29253
H54 -8.91412 -16.61871 4.72181
H55 -8.43599 -15.80887 3.24517
H56 -12.07625 -12.16747 1.21795
H57 -11.74920 -13.56385 0.66670
C23 -8.08674 -18.15904 4.89627
C24 -7.93267 -18.04693 6.43996
C25 -8.07669 -16.65868 6.99614
O8 -7.11074 -15.88204 6.35757
C26 -7.34859 -14.53675 6.28923
N4 -8.99130 -18.90441 6.98922
H58 -8.05688 -19.18492 4.52916
H59 -7.14705 -17.73536 4.54188
H60 -8.97958 -17.68354 4.49026
H61 -6.95851 -18.45030 6.71641
H62 -7.83272 -16.65620 8.05848
H63 -9.06108 -16.20129 6.89684
H64 -6.51467 -14.04465 5.78871
H65 -7.43358 -14.11827 7.29211
H66 -8.28701 -14.40059 5.75169
H67 -9.04645 -19.03677 7.98899
H68 -9.87026 -18.41300 6.91150

Output
Orbital gap   7.7 eV
Spin multiplicity   1
F_max   10.74 eV/A
Energy   -1851.30742 hartree
Total charge   0

=====

Below is a 9-piece molecular cluster, C26H69BF4N13O10 overall in a non-equilibrium geometry, with properties calculated with the ωB97M-V functional and the def2-TZVPD basis.

CARTESIAN COORDINATES (ANGSTROEM)
B1 0.46852 1.18391 0.63970
F1 0.88988 -0.11001 1.07304
F2 -0.26903 1.02991 -0.52645
F3 -0.18500 1.93640 1.62424
F4 1.65744 1.87020 0.34384
C1 2.38750 3.42428 -8.45761
O1 3.52357 4.09289 -7.96265
C2 4.74834 3.36300 -7.88692
C3 4.63330 1.97217 -7.27826
N1 4.22669 2.09580 -5.89944
C4 4.25734 0.82025 -5.20667
C5 3.48274 0.70995 -3.90194
O2 2.15928 1.12846 -4.19236
C6 1.25875 0.98623 -3.11096
H1 2.09631 2.49502 -7.96433
H2 2.46962 3.23234 -9.53603
H3 1.64004 4.21064 -8.34353
H4 5.44062 4.03659 -7.38354
H5 5.11540 3.32249 -8.92332
H6 5.65670 1.58864 -7.29108
H7 3.99163 1.37739 -7.93931
H8 3.29389 2.48373 -5.81066
H9 5.30002 0.54172 -5.02828
H10 3.82651 0.00420 -5.80778
H11 3.94837 1.39135 -3.18256
H12 3.51195 -0.32534 -3.55783
H13 0.27257 1.38786 -3.34936
H14 1.56519 1.44923 -2.17211
H15 1.04488 -0.07872 -2.98551
C7 1.49271 -2.87687 -2.28408
O3 0.08929 -2.72781 -2.27015
C8 -0.52838 -3.09178 -1.05764
C9 -2.07794 -3.10112 -1.20082
N2 -2.51936 -3.93624 -2.31230
C10 -3.98582 -4.10085 -2.26008
C11 -4.38132 -5.24103 -3.18356
O4 -3.89827 -6.49192 -2.71130
C12 -4.35578 -7.52949 -3.56355
H16 1.73501 -2.90843 -3.34877
H17 1.77847 -3.81543 -1.80060
H18 2.02889 -2.03013 -1.84548
H19 -0.24176 -2.30716 -0.34932
H20 -0.20330 -4.07191 -0.68640
H21 -2.48131 -2.09232 -1.15586
H22 -2.37003 -3.52369 -0.22369
H23 -2.23225 -4.85005 -1.95815
H24 -4.43710 -3.16759 -2.60203
H25 -4.31352 -4.32102 -1.23642
H26 -4.15537 -4.95855 -4.21658
H27 -5.47918 -5.28557 -3.18443
H28 -5.18164 -7.32480 -4.25055
H29 -4.71991 -8.40964 -3.02931
H30 -3.49920 -7.81805 -4.17787
C13 -1.74482 0.02887 6.07258
C14 -0.52567 0.90994 5.75520
C15 -0.89757 1.76516 4.51143
C16 -1.97452 2.81808 4.75323
C17 -1.42348 3.78427 5.79442
C18 -0.97836 3.06670 7.08434
N3 -0.18086 1.88787 6.82193
O5 0.26476 1.29351 8.03715
C19 -0.10827 4.09813 7.81941
C20 -2.28158 2.81787 7.91484
C21 0.73224 0.10980 5.43192
H31 -2.14755 -0.57316 5.25663
H32 -2.56566 0.64715 6.43165
H33 -1.45644 -0.66306 6.86877
H34 0.04439 2.23753 4.21990
H35 -1.13221 1.04438 3.72838
H36 -2.86336 2.42331 5.24993
H37 -2.21582 3.30210 3.80787
H38 -2.21005 4.51283 6.00391
H39 -0.62157 4.34574 5.30461
H40 0.19036 3.77741 8.81578
H41 0.77364 4.17886 7.17568
H42 -0.53513 5.10056 7.82448
H43 -2.51552 3.57973 8.65973
H44 -3.14203 2.78340 7.24484
H45 -2.23165 1.86734 8.44790
H46 1.67168 0.65729 5.54249
H47 0.69735 -0.20915 4.38834
H48 0.89220 -0.74920 6.08774
H49 1.20538 1.47803 7.94332
C22 4.54279 -0.33276 -0.20844
O6 5.43648 -1.12964 -0.51545
N4 3.40376 -0.77927 0.38367
N5 4.58169 1.02395 -0.35470
H50 3.50583 -1.79898 0.45422
H51 2.63286 -0.23692 0.75410
H52 3.68263 1.44202 -0.18693
H53 5.35968 1.43675 -0.83198
C23 -2.91232 0.10289 -2.88973
O7 -2.12592 -0.81042 -3.15996
N6 -2.58955 1.04787 -1.97621
N7 -4.13608 0.23887 -3.44128
H54 -1.66196 0.92333 -1.59455
H55 -3.22805 1.78773 -1.76097
H56 -4.47167 -0.46826 -4.06885
H57 -4.76066 0.96608 -3.15227
C24 -2.31400 -1.57625 2.39637
O8 -3.09034 -2.28972 3.03278
N8 -2.75515 -0.53617 1.61259
N9 -0.98037 -1.78888 2.27100
H58 -2.03674 -0.05664 1.11015
H59 -3.68887 -0.18832 1.71170
H60 -0.44165 -1.09293 1.77321
H61 -0.51827 -2.61755 2.58313
C25 -1.51616 4.24435 -0.93352
O9 -2.14023 4.94092 -1.73701
N10 -0.20694 3.94330 -1.05184
N11 -2.10917 3.70880 0.16577
H62 0.38788 4.36323 -1.74140
H63 0.28292 3.38245 -0.37640
H64 -3.09334 3.87624 0.26407
H65 -1.63419 3.13695 0.84344
C26 2.47497 -3.96017 1.68009
O10 3.14815 -3.61683 0.70704
N12 2.08411 -3.07747 2.62607
N13 2.12005 -5.24920 1.89794
H66 2.35802 -2.11824 2.49963
H67 1.55007 -3.39265 3.41359
H68 2.29590 -5.94687 1.19872
H69 1.36790 -5.46198 2.53034

Output
Orbital gap   8.8 eV
Spin multiplicity   1
F_max   2.10 eV/A
Energy   -2920.99399 hartree
Total charge   -1

=====

Below is a 10-piece molecular cluster, C26H72N4O10 overall in a non-equilibrium geometry, with properties calculated with the ωB97M-V functional and the def2-TZVPD basis.

CARTESIAN COORDINATES (ANGSTROEM)
C1 0.49400 -25.27400 8.44900
O1 1.48000 -25.73300 9.24700
N1 0.74100 -24.54200 7.35600
N2 -0.76700 -25.56600 8.61200
H1 1.69500 -24.27400 7.19200
H2 0.13400 -24.77800 6.51700
H3 -1.49700 -25.27900 8.00200
H4 -1.09700 -25.95100 9.53100
C2 -2.73500 -22.92200 7.81400
O2 -3.65000 -21.95600 7.67400
N3 -3.02100 -24.04400 8.30600
N4 -1.52100 -22.84600 7.30100
H5 -4.01400 -24.18100 8.60400
H6 -2.22600 -24.52900 8.77600
H7 -1.34800 -22.02700 6.77900
H8 -0.65000 -23.51700 7.48600
C3 4.26400 -25.25700 11.27500
C4 5.63100 -25.39300 11.87900
C5 6.62800 -24.64800 10.93700
O3 5.79900 -25.07100 13.10400
H9 3.55200 -25.77900 11.88400
H10 4.24700 -25.77400 10.30100
H11 4.13200 -24.16600 11.29700
H12 6.01500 -26.41700 11.78300
H13 6.43100 -24.73300 9.90800
H14 7.66100 -24.89000 11.14900
H15 6.57400 -23.55000 11.12100
H16 5.71800 -24.14300 13.22000
C6 5.46200 -25.89600 7.60800
C7 4.08600 -25.20100 7.41000
C8 3.91100 -23.90800 8.19000
O4 3.87500 -24.91600 6.21900
H17 5.60300 -26.77800 6.95600
H18 5.39300 -26.20400 8.63900
H19 6.32500 -25.27600 7.60300
H20 3.33300 -25.87800 7.69300
H21 4.59200 -23.02700 8.14600
H22 3.48600 -24.03900 9.25200
H23 3.01900 -23.40100 7.85900
H24 4.11400 -25.73100 5.78900
C9 -3.28000 -27.51400 7.57100
C10 -3.85600 -28.91200 7.25400
C11 -2.89800 -30.05600 7.51100
O5 -4.83200 -29.20600 7.97000
H25 -2.95100 -27.31600 8.56200
H26 -3.92000 -26.61800 7.46300
H27 -2.42800 -27.36600 6.82800
H28 -4.18000 -28.95300 6.20700
H29 -2.11500 -30.06800 6.82700
H30 -3.30200 -31.09400 7.35100
H31 -2.29100 -29.97100 8.45700
H32 -5.44900 -28.46900 7.91100
C12 1.12000 -24.21100 12.13400
C13 1.13600 -23.12600 11.08500
C14 -0.31400 -22.86500 10.62400
O6 1.51900 -22.01200 11.52000
H33 0.37600 -23.89000 12.87600
H34 2.12400 -24.34500 12.52800
H35 0.65800 -25.08200 11.72200
H36 1.74100 -23.45600 10.23100
H37 -0.88900 -22.22500 11.23900
H38 -0.91800 -23.75700 10.43200
H39 -0.18700 -22.30700 9.61700
H40 1.11900 -21.34800 10.97800
C15 0.49500 -28.73200 7.72200
C16 0.13400 -28.95900 9.26400
C17 0.13600 -30.47000 9.66800
O7 0.74700 -28.29800 10.09100
H41 -0.49100 -28.60200 7.23700
H42 1.14700 -29.51100 7.25300
H43 1.02100 -27.82700 7.58700
H44 -0.93000 -28.59400 9.20600
H45 0.78800 -30.98800 9.07400
H46 -0.77400 -31.00600 9.31400
H47 0.47100 -30.62600 10.75300
H48 0.75000 -27.38000 9.78100
C18 -0.81900 -23.90300 3.87500
C19 -0.61600 -25.37500 4.39700
C20 0.86200 -25.71900 4.54700
O8 -1.04700 -25.51800 5.56200
H49 -0.25000 -23.08100 4.35100
H50 -1.88500 -23.79000 4.04800
H51 -0.65300 -23.72700 2.80100
H52 -1.16100 -26.10400 3.78700
H53 1.03300 -26.36800 5.45200
H54 1.43500 -24.83400 4.52000
H55 1.15400 -26.18300 3.63500
H56 -1.85400 -25.03800 5.58000
C21 3.00700 -20.08200 3.90900
C22 1.80800 -20.76100 4.59000
C23 2.06100 -22.00000 5.35400
O9 1.26000 -19.96500 5.36900
H57 3.63800 -19.60700 4.64900
H58 2.74100 -19.42000 3.13700
H59 3.74000 -20.82500 3.41200
H60 1.03800 -20.98600 3.80000
H61 2.69600 -21.78500 6.16500
H62 2.66600 -22.72600 4.77700
H63 1.17400 -22.54400 5.84400
H64 1.29300 -19.05600 5.00400
C24 -2.21900 -25.16200 12.84100
C25 -2.26600 -26.40000 11.91100
C26 -3.50300 -26.35100 11.03200
O10 -1.37800 -26.61200 11.12600
H65 -2.40100 -24.25000 12.24500
H66 -1.24600 -25.11800 13.27900
H67 -3.02500 -25.30400 13.55100
H68 -2.40500 -27.29100 12.56600
H69 -3.59900 -25.47300 10.40400
H70 -4.42100 -26.31800 11.74800
H71 -3.79300 -27.22300 10.44400
H72 -1.08200 -27.46900 11.36700

Output
Orbital gap   9.6 eV
Spin multiplicity   1
F_max   13.39 eV/A
SMILES string   NC(N)=O.NC(N)=O.CC(C)O.CC(C)O.CC(C)O.CC(C)O.CC(C)O.CC(C)O.CC(C)O.CC(C)O
Energy   -2004.82176 hartree
Total charge   0

=====

- Among the records above, which one has the highest total charge?
  C26H68FI2N4O22S